Entry 1:
DFT (the ωB97M-V functional and the def2-TZVPD basis) results for a single C4H5NO molecule.

Last column: Löwdin charge in e.
Cartesian coordinates (Å):
H1 -2.12854 -1.55129 -0.31878  0.09
H2 4.00918 -0.12624 0.11605  0.07
H3 -2.18645 0.48220 -0.67156  0.09
O1 -1.27717 -1.68190 0.09048  0.04
C1 0.75713 -0.47675 -0.04316  0.02
H4 -1.58791 1.13725 0.99845  0.10
H5 -0.83103 1.55078 -0.30165  0.06
N1 3.15854 0.47153 0.03203  0.09
C2 -1.37208 0.73420 0.01229  -0.02
C3 2.00665 -0.04035 0.01380  -0.17
C4 -0.54831 -0.49944 0.07206  -0.38

## Properties
**ΔE to the lowest compared entry with this formula, charge and spin**: 67.7 kcal per mole
**SMILES**: CC(O)=C=C=N
**Frontier orbital gap**: 9.1 eV
**E_HOMO**: -8.7 eV
**2S+1**: 1
**LUMO level**: 0.44 eV
**Max |F|**: 3.87 eV Å⁻¹

---

Entry 2:
DFT (the ωB97M-V functional and the def2-TZVPD basis) results for a single C4H5NO molecule.

Last column: Löwdin charge in e.
Cartesian coordinates (Å):
H1 -1.58842 1.87621 0.07743  0.12
C1 0.23467 0.85911 -0.02078  -0.16
H2 0.62596 1.86415 -0.04929  0.10
H3 0.44960 -2.01082 0.08190  0.04
H4 2.30236 -1.81714 -0.00994  0.04
C2 -1.21043 0.85656 0.03419  -0.10
H5 2.10641 0.38929 -0.08480  0.15
O1 -3.20859 -0.60376 -0.01030  0.16
C3 1.32179 -1.39226 0.01017  -0.04
N1 1.20124 -0.06688 -0.02378  -0.11
C4 -2.23460 0.04552 -0.00481  -0.19

## Properties
**ΔE to the lowest compared entry with this formula, charge and spin**: 77.7 kcal per mole
**Frontier orbital gap**: 7.0 eV
**E_HOMO**: -6.4 eV
**2S+1**: 1
**LUMO level**: 0.62 eV
**Max |F|**: 1.31 eV Å⁻¹

---

Entry 3:
DFT (the ωB97M-V functional and the def2-TZVPD basis) results for a single C4H5NO molecule.

Last column: Löwdin charge in e.
Cartesian coordinates (Å):
N1 -0.45608 -2.61246 -0.55134  0.17
H1 -1.83528 0.18675 -0.88621  0.13
H2 -0.33424 0.20075 -1.85848  0.13
C1 1.20769 0.73904 0.81239  -0.10
H3 -0.76599 -0.48398 1.03009  0.20
C2 -0.76398 -0.05757 -0.88753  -0.13
C3 -0.15816 0.45752 0.37521  -0.34
O1 0.35173 1.79459 0.35595  -0.01
H4 2.09713 0.45717 0.25615  0.12
C4 -0.66780 -1.47900 -0.54685  -0.28
H5 1.32499 0.79720 1.90062  0.12

## Properties
**ΔE to the lowest compared entry with this formula, charge and spin**: 88.2 kcal per mole
**SMILES**: N#CC[C@H]1CO1
**Frontier orbital gap**: 11.2 eV
**E_HOMO**: -10.4 eV
**2S+1**: 1
**LUMO level**: 0.81 eV
**Max |F|**: 4.20 eV Å⁻¹

---

Entry 4:
DFT (the ωB97M-V functional and the def2-TZVPD basis) results for a single C4H5NO molecule.

Last column: Löwdin charge in e.
Cartesian coordinates (Å):
C1 -1.08298 -0.24844 -0.15113  -0.19
H1 -0.01513 -2.13234 -0.40680  0.15
O1 2.31338 -1.04512 0.13848  0.05
H2 1.53742 1.67908 0.58748  0.11
C2 1.22734 -0.50631 0.03487  -0.49
H3 -1.94574 -0.49586 -0.78128  0.13
C3 -0.43401 1.09456 -0.10569  -0.07
N1 0.03643 -1.13393 -0.27720  0.07
H4 -1.06710 1.97280 -0.09458  0.11
H5 -1.41977 -0.07655 0.89123  0.13
C4 0.85386 0.93297 0.20768  0.00

## Properties
**ΔE to the lowest compared entry with this formula, charge and spin**: 11.9 kcal per mole
**SMILES**: O=C1C=CCN1
**Frontier orbital gap**: 10.3 eV
**E_HOMO**: -9.5 eV
**2S+1**: 1
**LUMO level**: 0.77 eV
**Max |F|**: 1.46 eV Å⁻¹

---

Entry 5:
DFT (the ωB97M-V functional and the def2-TZVPD basis) results for a single C4H5NO molecule.

Last column: Löwdin charge in e.
Cartesian coordinates (Å):
C1 -0.40039 0.85108 0.59040  -0.10
H1 -0.40383 1.04897 -1.57233  0.14
C2 0.53147 0.18314 1.41687  -0.14
H2 0.59416 -1.59363 -1.43715  0.05
C3 0.75292 -0.73204 -0.77778  0.00
H3 1.75735 -0.51828 -0.46643  0.03
H4 -0.97548 1.70773 0.90508  0.12
N1 -1.51438 -0.18464 -0.30932  0.14
C4 -0.28480 0.29255 -0.80177  -0.50
H5 -1.32931 -1.08969 0.14046  0.08
O1 1.27230 0.03480 2.31198  0.17

## Properties
**ΔE to the lowest compared entry with this formula, charge and spin**: 118.9 kcal per mole
**Frontier orbital gap (spin up / spin down)**: 7.7 / 7.3 eV
**E_HOMO (spin up / spin down)**: -7.8 / -7.5 eV
**2S+1**: 1
**LUMO level (spin up / spin down)**: -0.09 / -0.18 eV
**Max |F|**: 2.60 eV Å⁻¹

---

Entry 6:
DFT (the ωB97M-V functional and the def2-TZVPD basis) results for a single C4H5NO molecule.

Last column: Löwdin charge in e.
Cartesian coordinates (Å):
H1 0.40039 -1.50108 -0.44873  0.09
C1 -0.81211 0.50852 -2.16650  0.11
C2 0.29610 -0.27457 1.21813  -0.55
H2 0.81973 -2.23574 1.07672  0.11
H3 -1.05535 0.39520 -3.19961  0.03
O1 0.39780 -0.16446 2.42535  0.05
C3 -0.54214 0.67373 -1.00443  -0.15
H4 0.81861 1.55689 0.26317  0.13
H5 -0.80067 1.52465 0.93487  0.13
N1 0.55821 -1.42125 0.54315  0.17
C4 -0.08057 0.93813 0.35787  -0.12

## Properties
**ΔE to the lowest compared entry with this formula, charge and spin**: 27.5 kcal per mole
**SMILES**: C#CCC(N)=O
**Frontier orbital gap**: 10.7 eV
**E_HOMO**: -9.8 eV
**2S+1**: 1
**LUMO level**: 0.86 eV
**Max |F|**: 0.56 eV Å⁻¹

---

Entry 7:
DFT (the ωB97M-V functional and the def2-TZVPD basis) results for a single C4H5NO molecule.

Last column: Löwdin charge in e.
Cartesian coordinates (Å):
C1 0.18014 0.68101 0.20905  -0.33
H1 -1.46274 0.97280 -1.26652  0.12
C2 1.33068 -0.11209 0.58610  -0.13
H2 -0.35108 -0.33485 -1.75958  0.13
O1 1.50188 1.22224 0.13921  -0.01
H3 1.65249 -0.84297 -0.15086  0.12
C3 -1.40871 -0.85816 -0.08184  -0.24
N1 -1.78116 -1.72095 0.59462  0.16
C4 -0.76749 0.19823 -0.89708  -0.09
H4 -0.39380 1.15266 0.99501  0.15
H5 1.49979 -0.35792 1.63189  0.12

## Properties
**ΔE to the lowest compared entry with this formula, charge and spin**: 47.4 kcal per mole
**SMILES**: N#CC[C@H]1CO1
**Frontier orbital gap**: 11.8 eV
**E_HOMO**: -10.9 eV
**2S+1**: 1
**LUMO level**: 0.83 eV
**Max |F|**: 1.39 eV Å⁻¹

---

Entry 8:
DFT (the ωB97M-V functional and the def2-TZVPD basis) results for 4 unconnected molecules or ions with the total composition C4H5NO.

Last column: Löwdin charge in e.
Cartesian coordinates (Å):
H1 3.07968 -0.63285 -1.28671  0.20
H2 -1.76294 -1.49003 -0.02331  0.14
O1 -3.54946 0.36537 -0.02211  -0.12
C1 -1.41715 -0.39471 0.04864  -0.17
C2 1.16872 0.10502 0.00343  -0.32
C3 2.60345 0.34049 -0.01468  -0.22
N1 -2.19621 0.69259 0.06351  0.01
H3 -3.70890 -0.66185 -0.09077  0.13
C4 -0.01560 -0.17210 0.04521  -0.06
H4 3.15058 -0.16863 1.57817  0.21
H5 2.64782 2.01670 -0.30139  0.21

## Properties
**ΔE to the lowest compared entry with this formula, charge and spin**: 267.4 kcal per mole
**Frontier orbital gap**: 8.0 eV
**E_HOMO**: -8.9 eV
**2S+1**: 1
**LUMO level**: -0.93 eV
**Max |F|**: 4.71 eV Å⁻¹

---

Entry 9:
DFT (the ωB97M-V functional and the def2-TZVPD basis) results for a single C4H5NO molecule.

Last column: Löwdin charge in e.
Cartesian coordinates (Å):
H1 1.43555 -0.76782 0.28609  0.13
H2 -0.07862 0.49765 1.80242  0.07
N1 -1.73104 -1.82803 0.68932  0.16
O1 -0.08672 -1.26221 -1.04194  -0.01
C1 0.93240 -0.30946 -0.57092  -0.15
H3 -0.83291 2.07875 1.20609  0.07
C2 -0.95761 -1.55980 -0.13537  -0.38
C3 -0.22671 1.20522 0.98920  0.03
C4 0.27171 0.98509 -0.22423  -0.16
H4 1.62243 -0.24389 -1.41247  0.12
H5 0.09715 1.68600 -1.03734  0.10

## Properties
**ΔE to the lowest compared entry with this formula, charge and spin**: 43.6 kcal per mole
**SMILES**: C=CCOC#N
**Frontier orbital gap**: 11.5 eV
**E_HOMO**: -10.7 eV
**2S+1**: 1
**LUMO level**: 0.76 eV
**Max |F|**: 1.09 eV Å⁻¹

---

Entry 10:
DFT (the ωB97M-V functional and the def2-TZVPD basis) results for a single C4H5NO molecule.

Last column: Löwdin charge in e.
Cartesian coordinates (Å):
H1 2.12775 0.44356 -0.66353  0.13
H2 -1.68584 -0.13386 1.26176  0.09
N1 -0.34065 2.29008 -1.14282  0.17
H3 -0.88740 -1.65011 0.80922  0.09
O1 1.31350 -1.37522 -1.11097  0.09
H4 0.69845 0.30172 1.34716  0.15
C1 1.32147 -0.31518 -0.55148  -0.25
H5 -1.60704 -0.61879 -0.44546  0.09
C2 -0.09255 1.46843 -0.36304  -0.20
C3 0.21691 0.20552 0.35825  -0.31
C4 -1.06460 -0.61616 0.50091  -0.05

## Properties
**ΔE to the lowest compared entry with this formula, charge and spin**: 21.5 kcal per mole
**SMILES**: C[C@H](C#N)C=O
**Frontier orbital gap**: 11.3 eV
**E_HOMO**: -10.6 eV
**2S+1**: 1
**LUMO level**: 0.70 eV
**Max |F|**: 1.41 eV Å⁻¹